1.
# C6H14Si

A 2-piece molecular cluster, C6H14Si overall (ωB97M-V with the def2-TZVPD basis set, the Open Molecules 2025 dataset).

Positions of all 21 atoms, in Å:
C 2.308 0.932 1.259
C 1.832 0.493 0.074
C 2.390 -0.743 -0.556
C -1.462 -1.333 -0.092
C -2.541 0.885 0.391
C -1.258 0.101 0.279
Si 0.176 0.865 -0.797
H 2.025 1.878 1.749
H 3.265 0.617 1.570
H 2.140 -0.798 -1.558
H 1.892 -1.593 0.009
H 3.472 -0.722 -0.434
H -2.080 -1.611 -0.871
H -0.582 -1.831 -0.337
H -1.779 -1.978 0.684
H -3.317 0.384 0.980
H -3.122 1.092 -0.525
H -2.416 1.893 0.783
H -0.946 0.327 1.305
H 0.525 -0.860 -2.351
H -0.524 2.001 -1.561

Calculated values
ΔE to the lowest compared entry with this formula, charge and spin	59.7	kcal/mol
⟨S²⟩	2.002
HOMO level (spin up / spin down)	-0.2119 / -0.3440	Ha
multiplicity	3
gap between HOMO and LUMO (spin up / spin down)	6.575 / 7.283	eV

=====

2.
# C9H18N2SSi

A 2-piece molecular cluster, C9H18N2SSi overall (ωB97M-V with the def2-TZVPD basis set, the Open Molecules 2025 dataset).

Positions of all 31 atoms, in Å:
C 0.975 -1.147 -2.566
C -1.672 1.235 2.821
C -0.230 1.671 3.155
C -2.214 1.539 1.481
C 0.859 0.904 2.413
C 1.433 -2.673 -4.250
C -1.595 0.817 0.274
C 0.549 0.103 1.164
C 1.210 -3.596 -3.058
N 1.234 -1.303 -3.778
N -0.184 0.884 0.227
Si 0.586 1.584 -1.150
S 0.969 -2.545 -1.502
H -1.895 0.234 3.277
H -2.326 1.848 3.441
H -0.057 2.781 2.943
H -0.101 1.537 4.148
H -3.344 1.334 1.568
H -2.194 2.554 1.293
H 1.707 1.635 2.303
H 1.405 0.056 3.117
H 2.547 -2.701 -4.668
H 0.747 -2.875 -5.191
H -1.797 -0.225 0.365
H -1.952 1.345 -0.530
H 1.483 -0.005 0.670
H -0.001 -0.824 1.189
H 0.286 -4.166 -3.193
H 1.942 -4.346 -2.879
H -0.265 2.388 -2.151
H 1.891 1.956 -0.934

Calculated values
HOMO level (spin up / spin down)	-0.2552 / -0.2550	Ha
gap between HOMO and LUMO (spin up / spin down)	6.770 / 6.765	eV

=====

3.
# C14H21Cl2GeNO4PtS

C14H21Cl2GeNO4PtS as an isolated structure (ωB97M-V with the def2-TZVPD basis set, the Open Molecules 2025 dataset).

Positions of all 45 atoms, in Å:
Pt 1.543 0.057 -0.094
C -4.410 -1.068 0.765
C -2.916 -0.929 0.871
C -2.391 0.194 1.620
C -1.065 0.236 1.965
C -0.131 -0.696 1.449
C -0.585 -1.661 0.354
C -2.078 -1.831 0.333
S 1.271 -1.106 2.468
O 1.629 -2.478 2.170
O 0.946 -0.798 3.853
N 2.447 -0.147 1.919
C 2.418 1.230 2.412
C 3.091 2.133 1.371
O 3.740 3.118 1.730
O 2.885 1.779 0.153
H -4.866 -1.209 1.750
H -4.683 -1.916 0.134
H -4.860 -0.168 0.331
H -3.083 0.925 2.025
H -0.726 0.963 2.693
H -0.104 -2.625 0.543
H -2.484 -2.701 -0.181
H 2.927 1.330 3.373
H 1.400 1.625 2.534
Cl 6.625 -0.503 -0.769
C 4.924 -0.581 -0.183
Cl 4.170 -2.120 -0.560
H 4.366 0.226 -0.644
H 4.933 -0.465 0.894
C -2.791 0.291 -2.240
Ge -0.824 0.334 -1.962
C -0.581 2.210 -1.409
C -0.108 0.203 -3.803
C 0.059 -1.101 -0.942
H -3.038 1.055 -2.983
H -3.313 0.519 -1.312
H -3.138 -0.680 -2.602
H -0.966 2.859 -2.203
H 0.462 2.456 -1.210
H -1.151 2.390 -0.495
H -0.354 1.103 -4.373
H -0.539 -0.660 -4.317
H 0.977 0.087 -3.785
H 0.372 -1.880 -1.645

Calculated values
ΔE to the lowest compared entry with this formula, charge and spin	1.3	kcal/mol
⟨S²⟩	2.036
HOMO level (spin up / spin down)	-0.0072 / -0.0441	Ha
multiplicity	3
gap between HOMO and LUMO (spin up / spin down)	4.890 / 5.890	eV
total charge	-2

=====

4.
# C29H35N7O4S3SbSe4Si2Tc

C29H35N7O4S3SbSe4Si2Tc as an isolated structure (ωB97M-V with the def2-TZVPD basis set, the Open Molecules 2025 dataset).

Positions of all 86 atoms, in Å:
Tc 0.925 -0.355 -0.893
N 1.938 2.671 6.982
C 1.585 1.770 6.001
C 2.512 1.403 5.014
C 2.146 0.557 3.994
C 0.844 0.065 3.945
C -0.091 0.421 4.909
C 0.285 1.259 5.941
S 0.327 -0.892 2.587
O -1.049 -1.252 2.743
O 1.234 -1.981 2.372
N 0.556 0.071 1.239
C 1.089 1.310 1.114
N 1.846 1.380 -0.019
C 2.431 2.529 -0.327
C 2.309 3.628 0.500
C 1.563 3.457 1.657
N 0.963 2.309 1.982
H 2.916 2.845 7.133
H 1.351 2.741 7.794
H 3.524 1.791 5.061
H 2.864 0.257 3.240
H -1.098 0.030 4.851
H -0.430 1.525 6.710
H 3.008 2.538 -1.244
H 2.784 4.567 0.259
H 1.422 4.269 2.361
C 2.851 0.127 -5.727
Si 2.572 -0.520 -3.981
C 1.641 -2.091 -4.422
C 4.226 -0.210 -3.196
N 1.478 0.305 -2.770
C 0.867 1.445 -3.130
C 1.282 2.288 -4.225
C 0.499 3.305 -4.645
C -0.774 3.542 -4.035
C -1.173 2.827 -2.962
C -0.306 1.825 -2.380
N -0.509 1.175 -1.244
Si -1.907 1.845 -0.195
C -1.575 3.726 -0.177
C -2.352 1.612 1.599
C -3.514 1.500 -1.116
H 3.372 -0.680 -6.253
H 3.483 1.015 -5.794
H 1.919 0.332 -6.259
H 2.244 -3.001 -4.363
H 1.244 -2.003 -5.435
H 0.799 -2.239 -3.749
H 5.030 -0.692 -3.754
H 4.324 -0.516 -2.155
H 4.378 0.873 -3.247
H 2.231 2.100 -4.700
H 0.826 3.936 -5.461
H -1.420 4.318 -4.426
H -2.132 3.028 -2.514
H -1.593 4.080 0.855
H -2.378 4.237 -0.715
H -0.630 4.031 -0.629
H -1.574 1.971 2.277
H -2.643 0.619 1.925
H -3.230 2.263 1.692
H -4.039 2.460 -1.209
H -4.168 0.855 -0.531
H -3.404 1.077 -2.114
Se 6.248 -3.246 -2.128
Sb 3.907 -3.512 -1.756
Se 1.875 -2.402 -1.153
Se -0.458 -2.024 -0.569
Se 3.440 -5.827 -1.808
O -6.518 -3.229 1.417
S -5.317 -3.213 2.195
O -5.379 -3.130 3.622
N -4.336 -1.979 1.592
C -3.292 -2.485 1.040
S -2.438 -1.292 0.044
C -3.122 -3.969 1.086
C -2.132 -4.787 0.575
C -2.315 -6.167 0.649
C -3.459 -6.709 1.219
C -4.448 -5.887 1.744
C -4.249 -4.525 1.677
H -1.230 -4.404 0.128
H -1.544 -6.814 0.252
H -3.581 -7.784 1.254
H -5.353 -6.291 2.179

Calculated values
ΔE to the lowest compared entry with this formula, charge and spin	74.8	kcal/mol
HOMO level (spin up / spin down)	-0.2746 / -0.2746	Ha
gap between HOMO and LUMO (spin up / spin down)	4.723 / 4.726	eV

=====

5.
# C5H10O2

A 2-piece molecular cluster, C5H10O2 overall (ωB97M-V with the def2-TZVPD basis set, the Open Molecules 2025 dataset).

Positions of all 17 atoms, in Å:
C 1.636 -0.929 0.712
C 0.475 -0.321 0.492
C -0.925 -0.898 0.511
C -1.782 0.239 -0.060
C -0.933 1.469 0.261
O 0.422 1.016 0.200
H 2.563 -0.365 0.717
H 1.685 -1.998 0.884
H -1.207 -1.130 1.544
H -0.995 -1.824 -0.067
H -2.776 0.293 0.392
H -1.900 0.132 -1.143
H -1.133 1.845 1.273
H -1.046 2.288 -0.452
O 2.170 0.056 -2.112
H 2.088 0.769 -1.466
H 1.659 -0.644 -1.687

Calculated values
ΔE to the lowest compared entry with this formula, charge and spin	37.3	kcal/mol
HOMO level	-0.3289	Ha
gap between HOMO and LUMO	9.811	eV

=====

6.
# C24H23ClO3PSY

C24H23ClO3PSY as an isolated structure (ωB97M-V with the def2-TZVPD basis set, the Open Molecules 2025 dataset).

Positions of all 54 atoms, in Å:
C -0.834 -1.698 3.839
C -0.729 -2.245 2.526
C 0.656 -2.285 2.178
H -1.556 -2.675 1.959
C 1.407 -1.782 3.281
C 0.487 -1.397 4.300
H 0.739 -1.067 5.307
H -1.743 -1.652 4.435
H 1.069 -2.717 1.263
H 2.485 -1.749 3.363
Y 0.163 0.227 2.457
Cl 2.292 1.258 1.577
P 0.269 0.088 -0.792
C 1.369 -0.998 -1.801
C 0.939 -1.680 -2.955
H -0.107 -1.637 -3.262
C 1.850 -2.399 -3.734
H 1.498 -2.909 -4.632
C 3.197 -2.455 -3.367
H 3.907 -3.009 -3.984
C 3.632 -1.806 -2.205
H 4.684 -1.855 -1.913
C 2.722 -1.089 -1.422
H 3.055 -0.570 -0.516
C -1.362 -0.334 -1.538
C -1.994 -1.496 -1.052
H -1.509 -2.087 -0.269
C -3.219 -1.902 -1.577
H -3.702 -2.801 -1.185
C -3.824 -1.165 -2.602
H -4.778 -1.488 -3.016
C -3.201 -0.011 -3.090
H -3.661 0.566 -3.893
C -1.982 0.410 -2.553
H -1.506 1.315 -2.942
C 0.582 1.719 -1.594
C 1.296 1.866 -2.793
H 1.727 0.992 -3.287
C 1.450 3.127 -3.373
H 1.994 3.221 -4.315
C 0.911 4.258 -2.751
H 1.028 5.241 -3.206
C 0.228 4.125 -1.535
H -0.182 5.006 -1.035
C 0.067 2.867 -0.957
H -0.456 2.769 0.001
C -1.341 1.120 6.178
S -1.055 1.877 4.572
O -1.428 3.264 4.637
O 0.409 1.625 4.261
O -1.768 1.070 3.489
H -0.363 0.921 6.638
H -1.926 0.204 6.070
H -1.891 1.824 6.812

Calculated values
HOMO level	-0.3214	Ha
gap between HOMO and LUMO	9.049	eV